The following is a DFT calculation (the ωB97M-V functional and the def2-TZVPD basis) of C6H7NO as an isolated structure in a non-equilibrium geometry.

Cartesian coordinates (Å):
C  -1.471  -0.344  -0.040
C  -0.471  0.115  1.030
C  -0.292  1.279  0.013
C  -0.358  0.140  -1.024
C  0.747  -0.864  -0.775
C  0.749  -0.816  0.769
H  -0.908  0.172  2.042
H  0.583  1.859  0.181
H  -1.128  1.984  -0.139
H  -0.633  0.469  -2.068
H  0.849  -1.839  -1.300
H  1.987  0.737  -0.016
H  1.095  -1.722  1.456
N  1.832  -0.329  -0.066
O  -2.582  -0.843  -0.062

The highest occupied orbital energy is -0.3498 hartree. As for the electronic energy: -9869.6492 eV.